This record from the Open Molecules 2025 dataset describes a cluster of 15 separate species, C29H84N29O17 in total at a distorted geometry. The level of theory is ωB97M-V with the def2-TZVPD basis set.

Calculated values
Orbital gap in hartree: 0.2647
Molar mass in g mol⁻¹: 1111.2
Relative energy (zero: lowest compared OMol25 entry of this formula, charge and spin) in kJ/mol: 150.8
Max |F| in hartree/bohr: 0.073
Charge: +1

Last column: Löwdin charge in e.
Element x y z (Å)
O 6.272 4.756 4.572  0.01
O 4.305 -0.091 -5.165  0.05
O 1.720 -6.051 -8.507  0.02
O -0.160 -4.111 -5.779  0.00
O 5.059 -6.479 -5.078  0.03
O -0.088 -5.937 -1.628  -0.01
O 3.976 -7.176 1.652  0.03
O 2.162 5.678 0.951  0.02
O 1.617 4.040 4.432  0.00
O -7.294 0.338 8.296  0.02
O -3.364 5.847 -1.390  0.02
O -1.365 0.881 -3.157  0.10
O -4.794 -1.205 5.634  0.01
O -2.237 -0.847 -1.992  -0.06
O -2.260 2.804 6.038  0.00
O 3.949 3.079 -2.346  0.01
O 1.605 -1.998 -0.149  -0.15
N 2.966 7.174 -0.548  0.17
N -4.906 7.394 -1.987  0.16
N 2.956 -6.124 -5.852  0.16
N -5.461 -0.242 9.481  0.15
N -3.909 2.681 7.604  0.17
N 0.065 -7.090 -3.593  0.19
N 4.048 -4.499 -4.623  0.15
N 5.516 2.324 -3.800  0.17
N 3.128 2.989 5.762  0.17
N 2.690 -4.610 -9.966  0.15
N 0.857 2.623 6.036  0.15
N 2.135 -0.381 -4.572  0.17
N -0.368 -3.511 -3.635  0.18
N -5.213 -2.528 3.830  0.15
N 3.024 -1.530 -6.371  0.18
N 5.035 6.569 3.988  0.16
N -5.509 -3.323 5.975  0.17
N 4.621 4.511 3.039  0.17
N 2.250 -6.018 0.741  0.16
N -0.459 -8.171 -1.626  0.16
N -7.562 -0.958 10.142  0.15
N -4.989 5.261 -2.866  0.15
N -2.305 0.601 1.821  0.13
N -3.998 1.397 5.700  0.16
N 2.245 7.864 1.542  0.15
N 2.701 -8.180 0.065  0.15
N 1.284 -3.839 -8.291  0.15
N 3.693 1.016 -3.271  0.12
N -1.426 -2.269 -5.260  0.18
C 4.088 -5.755 -5.179  -0.68
C 5.371 5.245 3.907  -0.69
C -0.763 2.432 -0.288  -0.19
C -5.148 -2.284 5.179  -0.66
C 0.513 3.072 0.231  -0.18
C 2.656 0.034 0.500  -0.15
C -2.946 2.712 1.041  -0.22
C -1.799 1.387 2.694  0.04
C -3.552 0.582 -0.431  -0.05
C -4.355 6.148 -2.037  -0.67
C -2.022 3.273 -0.019  -0.14
C -3.324 2.327 6.426  -0.66
C 3.233 -0.632 -5.359  -0.59
C 0.718 -2.618 -1.045  -0.11
C -6.809 -0.252 9.247  -0.69
C -3.298 1.223 0.946  -0.21
C -2.300 2.759 2.481  -0.04
C 1.457 -0.593 -0.165  -0.26
C 3.042 -7.129 0.875  -0.68
C -2.723 -0.690 -0.657  -0.17
C -1.239 0.075 -2.247  -0.32
C 2.441 6.832 0.662  -0.67
C -0.149 -6.996 -2.252  -0.65
C 2.515 1.544 0.780  -0.15
C -0.634 -3.338 -4.953  -0.65
C 1.887 -4.910 -8.898  -0.67
C 1.760 2.352 -0.294  -0.18
C 1.856 3.268 5.348  -0.68
C 4.362 2.200 -3.087  -0.63
H -3.105 2.961 3.186  0.14
H 2.479 -5.229 1.314  0.10
H -4.463 8.068 -1.391  0.11
H -0.637 -8.137 -0.640  0.11
H 0.269 -6.258 -4.113  0.07
H 0.008 -7.957 -4.093  0.11
H -1.646 -2.103 -6.224  0.11
H -4.603 4.340 -2.937  0.09
H -3.365 1.328 -1.193  0.12
H 1.519 1.767 -1.174  0.08
H -4.972 -1.776 3.217  0.08
H -2.546 3.482 -0.941  0.10
H -1.997 -0.363 1.811  0.17
H 2.101 1.709 1.769  0.10
H -5.506 -3.403 3.438  0.10
H 3.339 2.359 6.512  0.09
H 0.513 -0.293 0.305  0.11
H -0.278 -2.166 -0.958  0.07
H -4.783 2.295 7.915  0.09
H -4.598 0.320 -0.510  0.12
H -1.525 3.513 2.458  0.14
H -4.243 1.163 1.486  0.16
H 2.462 8.819 1.334  0.10
H 6.030 3.178 -3.693  0.10
H 0.703 -4.025 -7.489  0.04
H 1.472 -5.964 0.109  0.05
H 5.865 1.618 -4.420  0.09
H 2.844 0.887 -2.758  0.07
H 2.147 -1.990 -6.530  0.07
H 2.950 -7.029 -6.284  0.10
H -1.093 1.072 3.444  0.16
H -0.352 0.023 -1.606  0.10
H -5.716 7.666 -2.510  0.10
H -1.787 -1.654 -4.554  0.08
H -4.864 0.966 5.968  0.08
H 4.296 6.983 3.451  0.07
H 4.012 0.289 -3.884  -0.03
H 2.151 -5.534 -5.952  0.05
H -5.478 -3.172 6.966  0.11
H 3.262 -3.883 -4.703  0.06
H 1.031 1.992 6.795  0.09
H 3.867 4.886 2.492  0.07
H -0.815 1.450 0.177  0.08
H -0.526 -9.050 -2.102  0.10
H 1.051 -2.508 -2.078  0.08
H 3.203 8.113 -0.805  0.10
H 0.619 -3.665 -0.797  0.08
H 5.563 7.139 4.620  0.10
H 2.839 -3.680 -10.305  0.09
H 3.125 6.432 -1.205  0.11
H -0.710 -2.911 -2.908  0.06
H 3.799 -1.739 -6.971  0.11
H -3.448 3.368 8.170  0.11
H -5.805 -4.215 5.628  0.10
H 1.406 -2.893 -8.600  0.08
H -0.667 2.344 -1.362  0.10
H -1.835 -0.714 -0.026  0.08
H 0.474 3.092 1.318  0.10
H 2.418 3.134 -0.630  0.08
H -3.821 3.349 1.069  0.15
H 3.521 1.946 0.828  0.11
H 1.847 7.634 2.434  0.10
H 0.209 -4.292 -3.382  0.08
H -8.553 -0.976 9.993  0.11
H 2.250 0.283 -3.829  0.04
H 1.239 -0.809 -4.716  0.09
H -4.904 0.264 8.821  0.07
H -3.335 -1.552 -0.435  0.14
H -5.800 5.491 -3.408  0.09
H 0.556 4.113 -0.066  0.10
H 1.434 -0.302 -1.220  0.09
H -1.706 4.242 0.357  0.12
H -7.178 -1.444 10.929  0.09
H -3.582 1.109 4.841  0.06
H 3.263 -9.007 0.131  0.10
H 3.144 -5.376 -10.426  0.10
H 1.940 -8.154 -0.587  0.06
H 4.861 -4.195 -4.124  0.10
H 4.844 3.538 2.952  0.10
H 2.765 -0.464 1.461  0.12
H 3.571 -0.184 -0.035  0.12
H -5.011 -0.710 10.244  0.10
H 3.885 3.450 5.286  0.07
H -0.094 2.820 5.777  0.05